{"formula": "C8H14Si", "method": "wB97M-V/def2-TZVPD", "symbols": ["C", "C", "C", "C", "C", "C", "C", "C", "Si", "H", "H", "H", "H", "H", "H", "H", "H", "H", "H", "H", "H", "H", "H"], "xyz": [[3.0983, 1.3336, -2.0789], [-1.4591, 0.5271, -2.5831], [2.2883, 1.5379, -1.0692], [-0.2777, 0.2590, -2.0435], [0.4504, -0.4124, 1.1861], [-0.6566, -0.9037, 1.6966], [-0.5384, -1.9892, 2.7530], [-1.9725, -0.4661, 1.3683], [0.4756, 1.2565, -0.6279], [4.1742, 1.6880, -2.3133], [2.8500, 0.7869, -2.9064], [-1.9163, -0.1848, -3.1914], [-1.9289, 1.3013, -2.0967], [2.7008, 2.1125, -0.3254], [0.1354, -0.6952, -2.3963], [1.4612, -0.7593, 1.5242], [0.4201, -1.9654, 3.1221], [-1.3409, -1.9405, 3.5693], [-0.6884, -2.9580, 2.3468], [-2.6507, -1.2649, 1.1949], [-2.0850, 0.2733, 0.4878], [-2.4202, 0.1257, 2.2868], [-0.1197, 2.3377, 0.0962]], "orbital_gap_ev": 9.3436, "lumo_energy_ev": 0.737, "homo_energy_ha": -0.3163, "energy_ha": -602.53818, "multiplicity": 1, "de_lowest_kcal_mol": 101.7, "total_charge": 0}